[1]
ORCA calculation (the ωB97M-V functional and the def2-TZVPD basis) on a structure of composition C23H28F9FeGeN6O4S6 in a non-equilibrium geometry.

Calculated values
Spin multiplicity: 5
Net charge: +1
ΔE to the lowest compared entry with this formula, charge and spin in kcal/mol: 35.8
Expectation value of S²: 6.032
E_LUMO (spin up / spin down) in Eh: -0.152 / -0.159

Geometry as XYZ:
```
78
Properties=species:S:1:pos:R:3:forces:R:3
Fe 0.29076 -1.32030 1.04353 1.9 -0.6 0.9
F 5.62214 0.18525 0.21890 -0.1 0.0 0.0
C 5.49126 -1.04590 0.73052 0.1 0.0 -0.1
F 6.69664 -1.41323 1.19083 0.0 0.0 0.1
F 5.21325 -1.87436 -0.30056 0.0 0.0 0.1
C 4.44087 -1.12497 1.80445 -0.2 -0.1 0.1
C 4.79647 -1.35257 3.12391 -0.1 0.1 -0.1
C 3.80439 -1.46896 4.08862 0.0 0.0 0.1
C 2.48276 -1.41375 3.68375 0.2 -0.1 0.2
N 2.13943 -1.18827 2.42268 -0.6 0.0 -0.2
C 3.07817 -0.99239 1.48638 0.3 0.0 0.0
S 2.43521 -0.56763 -0.05568 -0.8 0.3 -0.2
H 5.84181 -1.42928 3.38911 0.0 0.0 0.0
H 4.05648 -1.60114 5.12942 0.0 -0.1 0.0
H 1.66270 -1.54833 4.37796 0.1 0.0 0.0
N -3.24897 -2.28754 2.42469 0.1 0.1 -0.1
C -2.12411 -2.92124 2.83660 -0.2 -0.6 0.4
N -1.05774 -3.07826 2.10164 0.3 0.6 -0.5
C -0.14107 -3.90918 2.71512 -0.3 -0.2 0.6
C -0.50520 -4.35005 3.94427 0.1 0.1 -0.2
S -2.06390 -3.74036 4.36514 0.1 0.1 -0.3
C 1.03752 -4.27889 1.95427 0.6 -0.5 -0.1
C 1.83409 -5.35525 2.16181 -0.1 0.1 0.0
S 3.00859 -5.48910 0.90893 -0.1 0.4 -0.1
C 2.34414 -4.05260 0.17187 0.0 -0.3 0.1
N 1.34479 -3.53117 0.83555 -0.5 0.5 -0.1
N 2.79932 -3.60030 -1.01003 0.1 -0.1 -0.3
H -3.12810 -1.64556 1.65641 -0.1 0.0 0.0
H -3.89342 -1.98535 3.13796 0.0 0.1 0.0
H 0.03480 -4.99655 4.61166 0.1 0.0 0.0
H 1.78433 -6.10039 2.93463 -0.1 0.0 0.1
H 3.67164 -3.96822 -1.35022 0.0 0.0 0.0
H 2.61994 -2.62521 -1.22155 0.1 0.0 0.2
F -0.66326 4.27652 0.47692 0.1 -0.1 0.1
C -1.34598 3.84015 1.53675 -0.1 0.2 0.1
F -2.60477 4.22625 1.42571 -0.1 -0.2 0.1
F -0.81231 4.34952 2.62577 0.0 -0.2 0.1
S -1.18988 1.98222 1.57475 0.6 0.2 0.5
O -1.88053 1.50355 0.34258 -0.4 0.2 -1.1
O 0.20961 1.69570 1.55293 0.1 0.0 0.0
N -2.00415 1.59923 2.83319 -0.2 -0.6 -0.1
S -1.59841 0.34940 3.75715 0.6 0.0 -0.2
O -0.70795 -0.59176 3.08862 -0.1 0.7 -0.3
O -2.72420 -0.21211 4.41584 -0.3 0.4 0.1
C -0.51844 1.16454 5.06263 0.2 0.3 -0.1
F -0.15709 2.36359 4.61715 0.1 0.0 0.1
F 0.57204 0.43287 5.25308 -0.1 -0.1 0.0
F -1.15727 1.29807 6.20728 -0.2 -0.1 -0.1
S -1.69095 -2.69934 -0.94339 0.7 0.8 -0.6
C -0.63802 -1.60320 -0.77973 -1.5 -1.0 0.1
C -4.54300 0.46466 -5.33283 0.1 -0.2 0.1
C -3.35722 -0.19568 -4.63469 0.0 0.2 -0.2
C -2.43616 0.80039 -3.92907 -0.2 -0.3 0.2
C -3.11953 1.46822 -2.73024 0.8 -0.1 0.3
Ge -1.84238 2.39299 -1.50868 -0.7 0.6 -0.5
C -0.09146 2.91702 -2.28170 -0.4 -0.5 0.3
C -0.45729 3.97440 -3.33048 -0.1 0.1 0.1
C 0.76621 4.48851 -4.09265 -0.1 -0.2 -0.2
C 1.28815 3.48514 -5.11659 0.0 0.1 0.2
H -5.10552 -0.28085 -5.89184 -0.1 0.0 0.0
H -4.20214 1.22248 -6.03835 0.0 0.1 0.0
H -5.22055 0.92913 -4.61704 -0.1 0.1 0.0
H -2.77087 -0.74274 -5.37565 0.0 -0.1 0.0
H -3.72084 -0.92166 -3.90058 0.0 -0.1 0.0
H -2.11302 1.56309 -4.64093 0.1 0.0 0.0
H -1.54443 0.26998 -3.58781 0.1 0.0 -0.1
H -3.72906 0.74977 -2.18174 0.0 0.0 0.1
H -3.77868 2.27276 -3.06188 0.0 0.0 0.2
H -2.62629 3.61872 -1.00813 0.2 -0.1 0.0
H 0.38760 2.05200 -2.73912 0.0 0.0 0.0
H 0.58517 3.33180 -1.53703 -0.1 -0.1 0.1
H -0.95292 4.81572 -2.83884 0.0 0.0 0.0
H -1.17004 3.55861 -4.05019 0.0 0.1 0.0
H 1.55893 4.74145 -3.38573 0.0 0.1 0.0
H 0.48130 5.40495 -4.61211 0.0 0.1 0.1
H 1.65693 2.58144 -4.63213 0.1 -0.1 -0.1
H 2.10152 3.92722 -5.68896 0.1 -0.1 0.0
H 0.49815 3.20629 -5.81483 0.0 0.0 0.0
```
Positions in Å, forces in eV/Å.

Atomic partial charges in e from the Löwdin method, atoms 1 to 4: 0.56 0.15 -0.60 0.14

=====

[2]
ORCA calculation (the ωB97M-V functional and the def2-TZVPD basis) on a structure of composition C23H28F9O3Ti in a non-equilibrium geometry.

Calculated values
Spin multiplicity: 2
Net charge: 0
ΔE to the lowest compared entry with this formula, charge and spin in kcal/mol: 2.1
Expectation value of S²: 0.754
E_LUMO (spin up / spin down) in Eh: 0.013 / 0.013

Geometry as XYZ:
```
64
Properties=species:S:1:pos:R:3:forces:R:3
O 0.06063 -0.35502 -3.92737 0.0 1.1 -1.6
C -0.00142 0.95743 -4.61501 0.1 0.3 0.3
C -0.05147 0.35744 -6.00632 0.2 -0.4 0.6
H 0.89702 1.55410 -4.42690 -0.2 -0.1 0.1
H -0.90044 1.53428 -4.37486 0.2 -0.1 0.3
C 0.01832 -0.97769 -5.23901 0.1 -0.6 -1.0
H 0.84151 0.55725 -6.60129 -0.3 0.0 -0.2
H -0.99515 0.50168 -6.53614 0.3 0.1 -0.1
C 1.27476 -1.74884 -5.55720 0.1 -0.3 0.0
H 2.16591 -1.15087 -5.35865 0.0 0.0 0.0
H 1.24929 -2.00160 -6.62509 0.1 0.0 0.2
H 1.32686 -2.67704 -4.97834 0.1 0.1 0.0
C -1.19994 -1.83078 -5.47735 -0.3 -0.3 0.2
H -2.13129 -1.29861 -5.24351 0.2 -0.1 0.1
H -1.15260 -2.76962 -4.91637 -0.1 0.2 0.1
H -1.22459 -2.08787 -6.53829 0.0 0.0 0.0
Ti -0.32336 -0.65619 1.80175 -1.4 -2.1 -0.2
C -2.21648 -1.09717 3.10172 -0.6 1.3 -0.3
C -2.02385 0.31774 3.06688 -2.0 -1.0 -0.5
C -2.20144 0.76743 1.72714 -0.7 -0.6 0.4
H -1.89076 0.93978 3.93054 0.2 -0.1 -0.2
C -2.56463 -0.36859 0.93301 0.0 -0.3 0.7
C -2.52139 -1.52237 1.76817 -0.6 0.7 -0.3
H -2.74433 -2.53660 1.43911 0.1 0.4 0.2
H -2.23961 -1.69001 4.01264 0.3 0.0 -0.4
H -2.22668 1.80691 1.41212 0.2 -0.3 0.0
H -2.90837 -0.33881 -0.09734 0.3 -0.1 0.2
C 0.67711 -2.16453 3.25563 0.4 -0.6 -0.8
C -0.16254 -2.95906 2.41550 1.2 0.3 -0.4
C 0.30322 -2.83306 1.06755 0.5 0.1 0.4
H -0.96038 -3.60463 2.75781 -0.1 0.3 -0.1
C 1.45851 -1.97984 1.07810 0.1 -1.1 1.1
C 1.69060 -1.58658 2.42825 0.1 -1.5 -0.5
H 2.55200 -1.03873 2.77320 -0.4 0.0 -0.2
H 0.60750 -2.07036 4.33803 -0.1 0.1 -0.5
H -0.08912 -3.35875 0.19636 0.0 0.3 0.3
H 2.12706 -1.77602 0.24547 -0.4 0.1 0.2
O 0.47842 0.35879 0.10056 -0.5 0.5 -0.6
C -0.21766 -0.30089 -1.02122 0.2 0.2 0.1
C -0.94022 0.84051 -1.69062 0.0 0.2 0.1
H -0.88304 -1.11850 -0.68533 0.5 0.6 0.1
H 0.55995 -0.74498 -1.63639 -0.1 0.1 -0.3
C 0.14168 1.92489 -1.63896 0.1 -0.2 -0.6
H -1.81238 1.15699 -1.10451 0.2 -0.1 0.0
H -1.25668 0.54518 -2.68425 -0.1 0.2 0.3
C 0.66671 1.79348 -0.22982 -0.3 -0.6 0.6
H -0.21168 2.92652 -1.89603 0.0 -0.1 0.2
H 0.94253 1.65079 -2.34012 -0.2 0.2 0.2
H 0.07493 2.37599 0.48256 0.1 -0.2 -0.1
H 1.72825 2.02542 -0.10980 -0.2 -0.1 0.0
F 2.86071 0.27589 4.57142 -0.1 0.9 -0.5
C 2.50635 1.34774 3.80605 1.0 -0.5 -0.3
F 3.16413 2.43344 4.26920 -0.2 -0.7 -0.2
F 2.94519 1.10203 2.53940 -0.1 0.4 1.1
C 0.97716 1.52445 3.79987 -1.4 -1.7 -1.4
O 0.37781 0.58365 2.96419 3.2 4.8 3.1
C 0.43387 1.36569 5.23912 -0.5 -0.6 0.7
F 1.22870 1.95479 6.15302 -0.4 -0.4 -0.2
F -0.81105 1.91359 5.35921 1.0 -0.3 0.2
F 0.31100 0.05043 5.54727 0.1 1.1 0.0
C 0.64063 2.95875 3.36534 -0.5 1.0 -0.9
F 0.86735 3.87008 4.33623 -0.2 -0.4 -0.7
F 1.37554 3.31862 2.27559 -0.4 -0.1 0.8
F -0.66864 3.05188 2.99806 1.1 0.1 0.3
```
Positions in Å, forces in eV/Å.

Atomic partial charges in e from the Löwdin method, atoms 1 to 4: -0.11 -0.16 -0.07 0.12

=====

[3]
ORCA calculation (the ωB97M-V functional and the def2-TZVPD basis) on the molecule C23H28FN3O6S.

Calculated values
SMILES: COc1ccc(S(=O)(=O)NCC(=O)N(CC(=O)NC[C@@H]2CCCO2)Cc2ccc(F)cc2)cc1
Net charge: 0
ΔE to the lowest compared entry with this formula, charge and spin in kcal/mol: 2.6
E_LUMO in Eh: 0.023

Geometry as XYZ:
```
62
Properties=species:S:1:pos:R:3:forces:R:3
C 3.67919 3.95827 -1.45349 -0.1 0.2 -0.1
H 3.07697 3.51367 -2.24790 0.0 0.0 0.0
O 4.32315 2.97501 -0.67112 0.2 -0.2 0.2
C 3.57224 2.10633 0.04154 -0.1 -0.2 0.2
C 4.28633 1.21627 0.85353 0.0 0.0 -0.1
C 3.61717 0.31200 1.64575 0.1 0.1 -0.1
C 2.23407 0.26685 1.60921 -0.4 -0.3 0.4
C 1.51332 1.12293 0.80588 -0.1 -0.1 0.1
C 2.17988 2.05550 0.02843 0.2 0.2 -0.1
H 1.60657 2.74041 -0.57298 0.0 0.1 -0.1
H 0.43590 1.06780 0.79511 -0.2 0.1 -0.1
S 1.40346 -0.83029 2.73714 0.4 0.0 0.6
O 1.82628 -0.49009 4.06098 0.3 0.0 -0.1
O -0.01957 -0.82835 2.47911 0.1 0.0 -0.3
N 1.92990 -2.40893 2.45727 -0.2 0.8 0.2
H 2.87337 -2.38972 2.09424 0.2 0.0 0.0
C 1.04418 -3.16534 1.60592 -0.2 0.1 -0.2
C 1.09342 -2.61969 0.17534 0.1 -0.2 0.1
O 2.07568 -1.98865 -0.18148 0.1 -0.3 -0.1
N 0.06858 -2.88551 -0.65491 -0.1 0.0 -0.3
C -1.14595 -3.57888 -0.29667 -0.4 -0.1 0.0
H -1.00158 -4.16825 0.60901 0.0 0.0 -0.1
H -1.41513 -4.26955 -1.10210 0.0 0.1 0.2
C -2.36621 -2.65474 -0.08130 0.5 -0.4 -0.1
O -3.39601 -2.83964 -0.69979 -0.3 -0.1 -0.2
N -2.20215 -1.70238 0.84457 0.1 0.4 0.3
H -1.32125 -1.53847 1.32210 0.0 -0.2 -0.2
C -3.28609 -0.83290 1.24673 0.0 0.3 0.0
H -3.73432 -1.21858 2.17017 -0.1 0.1 -0.1
H -4.03765 -0.85546 0.45365 0.0 0.0 0.1
C -2.78550 0.59708 1.50197 -0.2 -0.3 0.4
C -3.88418 1.48339 2.09693 0.2 -0.1 -0.1
H -4.51979 0.95053 2.79900 0.0 0.0 0.1
H -3.42870 2.33316 2.60524 0.0 0.0 0.0
C -4.63205 1.94706 0.84545 0.1 -0.1 0.0
H -5.05754 2.94129 0.96130 -0.1 0.0 0.0
H -5.43679 1.25424 0.60197 0.0 0.0 0.0
C -3.54388 1.91539 -0.24010 -0.2 0.2 -0.3
H -3.88754 1.39303 -1.14122 0.0 0.1 0.1
H -3.22216 2.92251 -0.52514 0.0 -0.1 0.0
O -2.41247 1.24877 0.30301 0.3 -0.1 -0.1
H -1.89021 0.53967 2.12913 -0.2 0.1 0.0
C 0.23189 -2.51788 -2.06007 0.2 0.1 -0.1
C 0.42763 -1.04420 -2.30016 0.0 0.0 -0.1
C 1.55610 -0.58994 -2.96950 -0.2 0.0 0.1
C 1.71019 0.75128 -3.26671 -0.1 0.2 0.0
C 0.71664 1.62930 -2.87908 -0.1 -0.2 0.0
C -0.40539 1.21144 -2.19150 0.1 0.2 -0.1
C -0.54411 -0.13369 -1.90698 0.2 -0.1 -0.1
H -1.42023 -0.46669 -1.37498 -0.1 0.0 0.1
H -1.15352 1.92087 -1.88031 -0.1 0.1 0.0
F 0.85706 2.94760 -3.17054 0.0 -0.1 0.1
H 2.57994 1.11287 -3.79255 0.1 0.1 0.0
H 2.32414 -1.28921 -3.26137 0.1 -0.1 0.0
H 1.09951 -3.05842 -2.45456 -0.1 0.0 0.0
H -0.66407 -2.84735 -2.59001 0.1 -0.1 0.1
H 0.05897 -3.08862 2.06004 0.0 -0.3 -0.2
H 1.36632 -4.21216 1.60307 -0.1 0.1 0.0
H 4.15432 -0.34943 2.30751 0.2 0.0 0.1
H 5.36300 1.27323 0.85150 0.1 0.0 0.0
H 3.04877 4.60704 -0.83903 0.0 0.0 0.0
H 4.47988 4.54822 -1.89622 -0.1 0.0 0.0
```
Positions in Å, forces in eV/Å.

Atomic partial charges in e from the Löwdin method, atoms 1 to 4: -0.07 0.08 -0.07 -0.26

=====

[4]
ORCA calculation (the ωB97M-V functional and the def2-TZVPD basis) on a structure of composition C23H28InN3 in a non-equilibrium geometry.

Calculated values
Net charge: +2
ΔE to the lowest compared entry with this formula, charge and spin in kcal/mol: 7.0
E_LUMO (spin up / spin down) in Eh: -0.315 / -0.376

Geometry as XYZ:
```
55
Properties=species:S:1:pos:R:3:forces:R:3
In 0.97830 0.49287 0.67429 -0.6 0.1 0.4
C 3.95775 -3.25922 2.83411 -0.2 0.1 0.0
C 3.36454 -1.84336 2.92919 0.6 0.2 -0.1
C 3.70193 -1.21980 4.28199 -0.1 0.0 -0.2
C 1.89919 -1.81494 2.59043 0.2 0.4 -0.1
C 1.39932 -2.53912 1.48748 -0.1 0.0 -0.3
C 0.04221 -2.62301 1.23674 -0.2 0.0 0.1
C -0.88852 -1.97352 2.05472 0.3 0.0 0.0
C -2.34960 -2.07110 1.79873 -0.2 0.0 -0.1
C -0.39926 -1.22801 3.13218 -0.2 0.0 -0.2
C 0.95577 -1.13867 3.38939 -0.1 0.3 0.1
H 4.98655 -3.23355 3.18365 0.0 0.0 0.0
H 3.97253 -3.63170 1.81396 0.0 -0.1 -0.1
H 3.39907 -3.95603 3.45445 0.0 -0.1 0.1
H 3.88891 -1.24892 2.16082 -0.1 -0.1 0.1
H 3.22504 -1.76942 5.09119 0.0 0.0 0.1
H 3.40473 -0.17348 4.33038 0.0 0.1 0.1
H 4.77626 -1.26053 4.44119 0.0 0.0 0.0
H 2.08121 -3.11141 0.87501 0.1 0.0 -0.1
H -0.31231 -3.25118 0.43187 0.0 0.0 -0.1
H -2.67759 -1.23968 1.16786 0.0 0.0 0.0
H -2.91083 -2.01477 2.72783 -0.1 0.0 0.0
H -2.59405 -2.99627 1.28500 -0.1 -0.1 0.0
H -1.09772 -0.75430 3.80782 -0.1 0.1 0.0
H 1.27838 -0.59851 4.26812 0.1 0.0 0.0
N 0.02184 3.27796 0.90455 -0.2 0.2 -0.4
N 0.80707 2.88005 2.03258 0.1 -0.5 0.0
H -0.05191 4.29288 0.80319 0.0 -0.3 0.2
H -0.91522 2.89239 1.00969 0.2 0.2 0.0
H 0.38722 3.14570 2.92718 0.1 -0.1 -0.2
H 1.71366 3.34275 1.96837 -0.2 -0.2 0.0
N -1.11113 0.89424 -0.50025 0.8 -0.4 2.1
C -1.24807 0.97538 -1.71414 -0.6 0.3 -2.5
C -2.58827 1.41731 -2.25671 0.0 -0.1 0.6
C -3.75612 1.06604 -1.59069 -0.2 0.1 -0.1
C -4.96933 1.54626 -2.05841 0.1 -0.1 0.3
C -5.00896 2.39510 -3.15130 -0.1 0.1 0.0
C -3.84041 2.73072 -3.81295 0.3 0.0 -0.1
C -2.61947 2.24719 -3.36668 -0.1 0.2 -0.2
C -0.21337 0.75407 -2.76983 0.4 -0.2 0.5
C 1.04519 1.32617 -2.61073 0.1 -0.1 0.0
C 2.03508 1.04146 -3.53865 0.1 0.1 0.1
C 1.77293 0.18178 -4.59301 0.1 0.1 -0.1
C 0.50755 -0.35427 -4.76293 -0.2 0.0 0.1
C -0.50472 -0.04935 -3.86455 0.1 -0.1 0.0
H -3.72302 0.41430 -0.73350 0.0 -0.1 0.1
H -5.87492 1.26516 -1.54243 -0.1 0.0 0.0
H -5.94950 2.81115 -3.47831 -0.1 -0.1 -0.1
H -3.85971 3.36908 -4.68333 -0.1 0.1 0.0
H -1.71431 2.52746 -3.88062 0.1 0.0 0.0
H 1.22953 2.05334 -1.82355 0.0 0.0 0.0
H 3.00777 1.50171 -3.44344 0.1 0.0 0.0
H 2.54812 -0.04066 -5.30965 0.1 0.0 0.0
H 0.28991 -1.00549 -5.59561 0.0 0.0 -0.1
H -1.49920 -0.44229 -4.01267 -0.1 -0.1 0.1
```
Positions in Å, forces in eV/Å.

Atomic partial charges in e from the Löwdin method, atoms 1 to 4: 1.20 -0.04 -0.38 -0.06